# 1
{"formula": "C29H26B2F25N3O11PS", "method": "wB97M-V/def2-TZVPD", "species": ["N", "P", "C", "C", "C", "C", "C", "C", "C", "N", "N", "C", "S", "O", "O", "F", "C", "C", "O", "B", "O", "O", "C", "C", "C", "O", "B", "O", "O", "C", "H", "H", "H", "H", "H", "H", "H", "H", "H", "H", "H", "H", "H", "H", "C", "C", "C", "F", "F", "F", "F", "O", "C", "C", "F", "F", "F", "F", "H", "H", "H", "H", "C", "C", "C", "F", "F", "F", "F", "O", "C", "C", "F", "F", "F", "F", "H", "H", "H", "H", "C", "C", "C", "F", "F", "F", "F", "O", "C", "C", "F", "F", "F", "F", "H", "H", "H", "H"], "coordinates": [[5.338, 1.682, 2.287], [5.127, 0.148, 2.431], [3.818, -0.399, 1.231], [4.287, -0.855, 0.024], [5.726, -0.997, -0.378], [6.164, -2.261, -0.736], [7.495, -2.393, -1.113], [8.258, -1.246, -1.073], [7.725, -0.021, -0.703], [6.446, 0.116, -0.367], [3.403, -1.266, -0.921], [2.087, -1.256, -0.785], [1.208, -1.928, -2.204], [0.540, -3.088, -1.761], [0.561, -0.913, -2.931], [2.457, -2.388, -3.016], [1.513, -0.764, 0.388], [0.099, -0.667, 0.568], [-0.780, -1.028, -0.387], [-1.571, 0.023, -0.916], [-2.914, -0.183, -0.980], [-0.991, 1.173, -1.403], [-0.377, -0.200, 1.761], [0.467, 0.192, 2.795], [1.831, 0.120, 2.659], [2.594, 0.508, 3.726], [2.379, -0.380, 4.815], [1.836, 0.074, 5.960], [2.687, -1.722, 4.665], [2.396, -0.339, 1.448], [6.283, 1.886, 1.987], [6.257, -0.622, 2.101], [4.756, -0.256, 3.716], [5.510, -3.119, -0.740], [7.904, -3.339, -1.425], [9.302, -1.295, -1.344], [8.369, 0.844, -0.692], [3.803, -1.610, -1.789], [-3.351, 0.582, -0.585], [-0.678, 1.787, -0.731], [-1.443, -0.128, 1.918], [0.030, 0.535, 3.720], [1.533, -0.692, 6.462], [3.596, -1.857, 4.386], [8.972, 4.987, 0.016], [8.792, 4.100, 1.261], [8.521, 4.795, 2.597], [9.553, 5.575, 2.962], [8.359, 3.848, 3.551], [9.845, 3.261, 1.373], [7.693, 3.319, 1.021], [10.294, 5.248, -0.413], [11.013, 6.310, 0.096], [12.277, 5.835, 0.816], [11.957, 5.028, 1.848], [12.936, 6.905, 1.305], [10.252, 7.094, 0.878], [11.404, 7.060, -0.953], [8.543, 4.411, -0.803], [8.377, 5.898, 0.078], [7.610, 5.397, 2.544], [12.925, 5.291, 0.126], [-7.606, 0.522, 2.543], [-6.348, 0.883, 1.730], [-6.399, 2.176, 0.913], [-7.346, 2.131, -0.035], [-5.207, 2.369, 0.278], [-6.001, -0.165, 0.952], [-5.336, 1.049, 2.635], [-8.488, -0.435, 1.990], [-9.504, -0.063, 1.135], [-9.337, -0.708, -0.242], [-8.168, -0.329, -0.807], [-10.337, -0.310, -1.052], [-9.618, 1.275, 1.054], [-10.654, -0.525, 1.661], [-7.225, 0.036, 3.440], [-8.134, 1.410, 2.889], [-6.581, 3.035, 1.564], [-9.350, -1.797, -0.159], [-8.130, -4.888, -3.680], [-8.298, -4.481, -5.154], [-8.531, -2.998, -5.457], [-9.682, -2.560, -4.911], [-8.621, -2.833, -6.796], [-9.268, -5.228, -5.720], [-7.128, -4.808, -5.774], [-9.260, -5.431, -3.016], [-10.179, -4.623, -2.393], [-11.571, -4.773, -3.011], [-11.550, -4.427, -4.310], [-12.428, -3.950, -2.367], [-9.775, -3.338, -2.366], [-10.254, -5.034, -1.107], [-7.418, -5.712, -3.697], [-7.657, -4.100, -3.094], [-7.701, -2.391, -5.086], [-11.917, -5.804, -2.921]], "lowdin_charge": [-0.232, 0.797, -0.107, -0.144, -0.296, -0.008, -0.026, -0.035, -0.089, 0.125, 0.167, -0.105, 0.701, -0.169, -0.161, -0.116, 0.005, -0.200, 0.145, -0.766, 0.232, 0.208, 0.066, 0.082, -0.205, 0.105, -0.801, 0.250, 0.189, -0.004, -0.051, 0.029, 0.005, 0.124, 0.120, 0.117, 0.115, 0.164, 0.111, 0.120, 0.150, 0.150, 0.132, 0.093, -0.044, -0.433, -0.305, 0.106, 0.093, 0.130, 0.071, 0.046, -0.542, -0.287, 0.100, 0.109, 0.154, 0.153, 0.146, 0.149, 0.176, 0.176, -0.045, -0.438, -0.297, 0.110, 0.078, 0.131, 0.091, 0.049, -0.539, -0.289, 0.094, 0.112, 0.152, 0.158, 0.150, 0.149, 0.176, 0.167, -0.041, -0.444, -0.307, 0.098, 0.100, 0.139, 0.103, 0.049, -0.539, -0.286, 0.107, 0.103, 0.139, 0.143, 0.148, 0.145, 0.173, 0.177], "homo_lumo_gap_ha": 0.2366, "homo_ev": -11.48, "e_above_lowest_kcal_mol": 0.0, "total_charge": 1}

# 2
{"formula": "C25H39NO5P2PdS", "method": "wB97M-V/def2-TZVPD", "species": ["Pd", "C", "C", "C", "P", "C", "C", "C", "C", "C", "C", "C", "C", "C", "N", "C", "C", "C", "C", "C", "C", "P", "C", "C", "C", "C", "C", "C", "H", "H", "H", "H", "H", "H", "H", "H", "H", "H", "H", "H", "H", "H", "H", "H", "H", "H", "H", "H", "H", "H", "H", "H", "H", "H", "H", "H", "H", "H", "H", "H", "H", "H", "H", "H", "O", "S", "O", "O", "O", "C", "O", "H", "H", "H"], "coordinates": [[-0.162, -0.518, 0.603], [3.098, -1.130, 2.753], [3.198, -1.803, 1.377], [4.684, -2.004, 1.046], [2.119, -0.886, 0.198], [2.141, -1.624, -1.501], [3.464, -2.175, -2.023], [1.578, -0.598, -2.489], [2.758, 0.805, 0.170], [4.083, 1.211, 0.276], [4.394, 2.543, 0.496], [3.363, 3.463, 0.647], [2.041, 3.077, 0.513], [1.726, 1.747, 0.222], [0.409, 1.322, -0.023], [-0.376, 2.065, -0.884], [0.138, 3.050, -1.751], [-0.704, 3.792, -2.555], [-2.080, 3.592, -2.542], [-2.589, 2.584, -1.744], [-1.758, 1.799, -0.948], [-2.280, 0.367, 0.019], [-3.389, 0.997, 1.359], [-4.308, 2.159, 0.989], [-2.483, 1.394, 2.531], [-3.246, -0.713, -1.134], [-2.253, -1.433, -2.053], [-4.364, -0.084, -1.964], [3.621, -1.750, 3.483], [2.070, -1.018, 3.087], [3.579, -0.150, 2.734], [2.727, -2.784, 1.440], [5.273, -1.151, 1.384], [4.905, -2.178, -0.002], [5.039, -2.872, 1.605], [1.432, -2.451, -1.398], [4.250, -1.415, -2.012], [3.329, -2.489, -3.060], [3.801, -3.043, -1.460], [2.269, 0.239, -2.613], [0.617, -0.195, -2.170], [1.444, -1.071, -3.464], [4.879, 0.483, 0.196], [5.426, 2.856, 0.583], [3.593, 4.497, 0.875], [1.246, 3.802, 0.622], [1.201, 3.229, -1.801], [-0.273, 4.539, -3.211], [-2.735, 4.192, -3.158], [-3.655, 2.406, -1.739], [-3.996, 0.143, 1.661], [-3.732, 3.033, 0.681], [-4.896, 2.443, 1.864], [-5.008, 1.912, 0.192], [-1.821, 2.217, 2.244], [-1.862, 0.559, 2.858], [-3.087, 1.729, 3.376], [-3.700, -1.450, -0.476], [-1.776, -0.721, -2.732], [-2.774, -2.175, -2.662], [-1.471, -1.943, -1.486], [-3.961, 0.522, -2.775], [-5.043, 0.530, -1.372], [-4.958, -0.880, -2.418], [-1.054, -4.155, 2.584], [0.198, -3.253, 2.095], [0.089, -1.978, 2.790], [0.037, -3.017, 0.649], [1.296, -4.100, 2.461], [-3.494, -3.143, 1.553], [-3.156, -1.997, 1.660], [-4.101, -3.645, 2.328], [-1.811, -3.540, 2.710], [-3.161, -3.767, 0.708]], "lowdin_charge": [0.678, -0.106, -0.499, -0.098, 1.069, -0.508, -0.111, -0.116, -0.285, -0.079, -0.086, -0.074, -0.038, -0.313, -0.109, -0.312, -0.033, -0.080, -0.094, -0.108, -0.288, 1.036, -0.525, -0.109, -0.122, -0.517, -0.117, -0.104, 0.092, 0.049, 0.074, 0.072, 0.065, 0.041, 0.089, 0.094, 0.079, 0.080, 0.071, 0.084, 0.038, 0.084, 0.092, 0.101, 0.106, 0.121, 0.108, 0.105, 0.099, 0.085, 0.088, 0.075, 0.081, 0.055, 0.078, 0.058, 0.080, 0.072, 0.077, 0.083, 0.048, 0.072, 0.058, 0.082, -0.179, 0.359, -0.371, -0.404, -0.286, -0.115, -0.040, 0.107, 0.034, 0.111], "homo_lumo_gap_ha": 0.2549, "homo_ev": -7.25, "e_above_lowest_kcal_mol": 0.0, "total_charge": 0}

# 3
{"formula": "C43H54Ge2N3P2RhSe", "method": "wB97M-V/def2-TZVPD", "species": ["Rh", "N", "P", "C", "C", "C", "C", "C", "C", "C", "C", "C", "C", "C", "C", "P", "C", "C", "C", "C", "C", "C", "C", "C", "C", "C", "C", "C", "H", "H", "H", "H", "H", "H", "H", "H", "H", "H", "H", "H", "H", "H", "H", "H", "H", "H", "H", "H", "H", "C", "C", "C", "C", "N", "C", "C", "C", "C", "C", "C", "N", "H", "H", "H", "H", "H", "H", "H", "H", "C", "Ge", "C", "C", "C", "H", "H", "H", "H", "H", "H", "H", "H", "H", "H", "H", "C", "Ge", "C", "C", "C", "Se", "C", "H", "H", "H", "H", "H", "H", "H", "H", "H", "H", "H", "H", "H", "H"], "coordinates": [[1.301, 0.046, 0.305], [-0.113, 2.525, -0.412], [1.535, 2.292, -0.373], [2.245, 3.771, 0.345], [3.511, 4.208, -0.054], [4.061, 5.343, 0.517], [3.356, 6.040, 1.491], [2.105, 5.601, 1.901], [1.549, 4.464, 1.336], [2.212, 2.180, -2.040], [2.101, 3.279, -2.897], [2.511, 3.174, -4.214], [3.052, 1.981, -4.681], [3.179, 0.891, -3.836], [2.751, 0.989, -2.519], [-0.717, 0.924, -0.658], [-1.043, 0.811, -2.421], [-0.528, -0.240, -3.170], [-0.739, -0.284, -4.541], [-1.460, 0.726, -5.160], [-1.977, 1.779, -4.413], [-1.773, 1.823, -3.045], [-2.315, 1.161, 0.155], [-2.358, 1.804, 1.393], [-3.573, 2.023, 2.019], [-4.751, 1.596, 1.419], [-4.713, 0.949, 0.193], [-3.498, 0.719, -0.436], [-0.555, 3.350, -0.810], [4.057, 3.674, -0.822], [5.033, 5.691, 0.198], [3.783, 6.933, 1.927], [1.562, 6.142, 2.663], [0.571, 4.126, 1.653], [1.693, 4.218, -2.540], [2.419, 4.023, -4.876], [3.375, 1.906, -5.710], [3.604, -0.032, -4.203], [2.832, 0.121, -1.873], [0.050, -1.018, -2.681], [-0.340, -1.102, -5.125], [-1.622, 0.697, -6.228], [-2.548, 2.559, -4.898], [-2.205, 2.634, -2.470], [-1.444, 2.147, 1.861], [-3.605, 2.535, 2.971], [-5.700, 1.770, 1.907], [-5.631, 0.620, -0.276], [-3.477, 0.216, -1.392], [5.444, 1.093, 1.036], [6.117, 0.043, 0.438], [5.398, -1.078, 0.055], [4.028, -1.102, 0.254], [3.358, -0.039, 0.736], [4.070, 1.020, 1.155], [3.215, -2.318, 0.033], [3.784, -3.578, 0.055], [2.957, -4.687, -0.046], [1.595, -4.491, -0.160], [1.101, -3.195, -0.166], [1.889, -2.121, -0.083], [5.962, 1.971, 1.392], [7.187, 0.081, 0.285], [5.896, -1.930, -0.381], [3.516, 1.837, 1.586], [4.849, -3.698, 0.183], [3.375, -5.683, -0.014], [0.909, -5.322, -0.228], [0.042, -2.986, -0.257], [2.049, -1.236, 3.977], [0.581, -0.051, 3.511], [-0.971, -0.312, 4.641], [1.165, 1.803, 3.578], [-0.003, -0.609, 1.702], [2.446, -1.012, 4.967], [2.864, -1.136, 3.257], [1.715, -2.274, 3.974], [-0.739, -0.003, 5.660], [-1.259, -1.362, 4.661], [-1.820, 0.271, 4.283], [1.444, 2.051, 4.602], [0.371, 2.484, 3.272], [2.032, 1.973, 2.944], [-1.058, -0.425, 1.524], [0.161, -1.685, 1.568], [-5.233, -2.077, 1.945], [-4.930, -3.532, 0.690], [-5.837, -3.227, -1.001], [-5.379, -5.262, 1.441], [-2.977, -3.528, 0.394], [-2.294, -2.289, -0.976], [-2.343, -3.515, -2.480], [-6.287, -1.813, 2.023], [-4.684, -1.194, 1.617], [-4.884, -2.359, 2.939], [-6.907, -3.097, -0.841], [-5.705, -4.077, -1.670], [-5.451, -2.329, -1.486], [-6.432, -5.313, 1.715], [-4.790, -5.458, 2.337], [-5.184, -6.050, 0.713], [-2.596, -4.515, 0.129], [-2.489, -3.230, 1.325], [-3.369, -3.697, -2.787], [-1.865, -4.452, -2.200], [-1.796, -3.059, -3.303]], "lowdin_charge": [0.665, -0.315, 0.873, -0.358, -0.095, -0.051, -0.043, -0.048, -0.091, -0.356, -0.078, -0.047, -0.047, -0.057, -0.105, 0.923, -0.377, -0.129, -0.061, -0.047, -0.049, -0.083, -0.365, -0.102, -0.055, -0.056, -0.071, -0.134, 0.096, 0.110, 0.117, 0.119, 0.118, 0.091, 0.118, 0.118, 0.118, 0.114, 0.069, 0.090, 0.115, 0.117, 0.117, 0.114, 0.083, 0.115, 0.120, 0.121, 0.064, -0.009, 0.000, 0.021, -0.215, -0.018, -0.117, -0.206, 0.019, -0.011, -0.011, -0.117, 0.040, 0.126, 0.130, 0.124, 0.076, 0.121, 0.128, 0.121, 0.023, -0.206, 0.755, -0.196, -0.204, -0.340, 0.031, -0.001, 0.028, 0.033, 0.029, 0.015, 0.039, 0.005, -0.017, -0.032, -0.001, -0.203, 0.744, -0.219, -0.214, -0.559, 0.894, -0.355, 0.031, -0.012, 0.027, 0.028, 0.023, 0.004, 0.028, 0.025, 0.025, 0.016, 0.007, 0.022, 0.027, 0.010], "homo_lumo_gap_ha": 0.2246, "homo_ev": -12.34, "e_above_lowest_kcal_mol": 0.0, "total_charge": 2}